Arrangement one

DFT (the ωB97M-V functional and the def2-TZVPD basis) results for an isolated molecule of CH2F2N2.

Positions of all 7 atoms, in Å:
N -0.616 -0.106 -0.287
C 0.660 0.379 0.054
F -0.797 -1.464 -0.004
F 2.503 1.314 0.461
N 1.242 1.551 0.109
H 1.380 -0.616 0.079
H -1.347 0.400 0.039

Summary:
**Total charge**: 0
**2S+1**: 1
**E_HOMO**: -10.048 eV
**M**: 80.04 Da
**Frontier orbital gap**: 11.01 eV


Arrangement two

DFT (the ωB97M-V functional and the def2-TZVPD basis) results for a structure of composition CH2F2N2.

Positions of all 7 atoms, in Å:
F -2.481 -0.615 0.057
H 1.801 0.504 0.384
H 1.631 -0.737 -0.500
N 1.079 -0.070 -0.004
C -0.214 0.026 0.016
F -0.675 1.687 -0.006
N -1.142 -0.795 0.053

Summary:
**Total charge**: 0
**2S+1**: 1
**E_HOMO**: -10.750 eV
**M**: 80.04 Da
**Frontier orbital gap**: 11.04 eV


Q: Which of them is the most stable? A: arrangement two.


Arrangement one

DFT (the ωB97M-V functional and the def2-TZVPD basis) results for a cluster of 2 separate species, CH3BrClP in total.

Positions of all 7 atoms, in Å:
P 0.743 -0.582 0.771
C -0.146 -0.396 -0.807
H -1.299 0.096 -0.750
Cl 1.477 2.660 1.224
Br -0.894 -0.607 2.129
H 0.427 0.301 -1.428
H -0.307 -1.472 -1.138

Summary:
**Total charge**: 0
**2S+1**: 1
**E_HOMO (alpha / beta)**: -9.416 / -8.912 eV
**M**: 161.37 Da
**Frontier orbital gap (alpha / beta)**: 6.63 / 5.79 eV


Arrangement two

DFT (the ωB97M-V functional and the def2-TZVPD basis) results for a cluster of 2 separate species, CH3BrClP in total.

Positions of all 7 atoms, in Å:
H -3.157 -3.321 1.002
H 0.584 -0.596 -1.900
Cl -2.591 -2.860 -0.164
C -0.054 -0.497 -1.117
H -0.853 -1.272 -1.114
P -0.030 0.843 -0.153
Br -1.611 0.485 1.333

Summary:
**Total charge**: 0
**2S+1**: 1
**E_HOMO**: -9.563 eV
**M**: 161.37 Da
**Frontier orbital gap**: 9.58 eV


Q: Which of them is the most stable? A: arrangement two.


Arrangement one

DFT (the ωB97M-V functional and the def2-TZVPD basis) results for an isolated molecule of C14H17N3O3S.

Positions of all 38 atoms, in Å:
O -2.966 -1.331 0.377
C 2.404 -0.314 -0.241
C -0.106 1.069 1.408
H -2.034 -3.145 0.388
C 1.998 2.142 -0.184
C -0.012 -0.184 1.776
H -1.232 2.619 0.101
S 3.766 -0.079 0.636
H 1.936 1.543 2.073
C -3.608 2.591 -0.708
H -0.548 1.361 -2.948
H -0.858 -1.799 1.884
N 1.715 0.767 -0.609
C 0.236 -0.669 -1.972
C -0.964 -1.168 1.332
H 1.427 2.656 -0.793
H 0.915 3.054 1.583
H -2.899 2.798 -1.561
H -4.512 2.240 -1.304
O -3.324 1.015 -0.329
H 0.879 -0.494 2.278
H 2.991 2.281 0.008
H -2.920 -3.064 1.485
N 0.098 1.296 -2.222
C -1.191 1.638 0.457
H -0.567 -1.085 -2.301
O 0.393 -3.040 -0.834
C -2.903 -2.808 0.679
C -2.267 0.768 0.248
N 1.896 -1.477 -0.220
C 0.830 -1.825 -0.982
H -3.659 -3.287 0.114
C 0.773 0.458 -1.579
H 2.542 -2.202 0.035
H 0.576 2.233 -2.371
C -2.049 -0.635 0.736
C 1.133 2.041 1.394
H -3.510 3.169 0.161

Summary:
**Total charge**: 0
**2S+1**: 1
**E_HOMO**: -7.446 eV
**M**: 307.37 Da
**Frontier orbital gap**: 7.63 eV


Arrangement two

DFT (the ωB97M-V functional and the def2-TZVPD basis) results for an isolated molecule of C14H17N3O3S.

Positions of all 38 atoms, in Å:
H -5.070 -1.060 1.094
O -2.348 1.380 0.577
H -8.497 0.123 -0.295
C 4.606 1.982 0.042
N 0.509 1.377 0.334
O -3.162 -0.733 0.572
H -1.025 -1.472 0.385
O 4.177 -1.624 0.016
C -2.188 0.199 0.521
H 5.486 -2.880 -0.990
C 4.010 0.720 0.066
N 1.795 1.653 0.245
H 4.193 -3.620 -0.014
H -4.515 0.627 1.334
C 6.200 -0.281 -0.109
C 0.253 0.116 0.330
H 5.610 -2.906 0.794
H 3.960 2.842 0.102
C 4.924 -2.814 -0.053
H -7.459 -1.171 -0.891
C 4.821 -0.429 -0.011
C 6.769 0.980 -0.131
H 6.839 -1.148 -0.169
C 5.975 2.113 -0.056
H -4.372 0.918 -1.127
C -7.500 -0.306 -0.232
H -5.019 -0.711 -1.368
H 7.842 1.072 -0.207
C -4.500 -0.237 0.661
H 6.426 3.093 -0.074
C -6.457 0.728 -0.641
N -0.982 -0.463 0.408
C -5.039 0.161 -0.710
H -6.474 1.563 0.062
C 2.576 0.628 0.169
H -7.342 -0.642 0.789
H -6.715 1.119 -1.627
S 1.694 -0.899 0.206

Summary:
**Total charge**: 0
**2S+1**: 1
**E_HOMO**: -8.175 eV
**M**: 307.37 Da
**Frontier orbital gap**: 8.57 eV


Q: Which of them is the most stable? A: arrangement two.


Arrangement one

DFT (the ωB97M-V functional and the def2-TZVPD basis) results for a cluster of 2 separate species, C2H6OS2 in total.

Positions of all 11 atoms, in Å:
H 0.242 -0.442 -2.387
C -0.567 1.013 1.728
S 0.280 -1.295 0.663
H 1.155 -1.755 -3.059
H -1.515 1.384 1.659
O 0.707 -1.299 -2.310
S -0.021 1.167 -0.883
C -0.142 0.313 0.515
H 0.488 -1.373 -0.615
H 0.076 1.782 1.928
H -0.704 0.505 2.763

Summary:
**Total charge**: 0
**2S+1**: 1
**E_HOMO**: -8.715 eV
**M**: 110.20 Da
**Frontier orbital gap**: 8.66 eV


Arrangement two

DFT (the ωB97M-V functional and the def2-TZVPD basis) results for a cluster of 2 separate species, C2H6OS2 in total.

Positions of all 11 atoms, in Å:
C 3.454 -2.113 2.851
C 3.100 -2.173 4.128
S -2.243 2.426 -1.538
O 4.463 -2.949 2.444
H -2.756 -0.128 -2.228
H 3.077 -1.361 2.174
H 2.307 -1.644 4.644
H -0.932 2.154 -1.580
H 4.534 -2.883 1.489
H 3.440 -2.908 4.850
S -3.017 1.033 -2.846

Summary:
**Total charge**: 0
**2S+1**: 1
**E_HOMO**: -9.095 eV
**M**: 110.20 Da
**Frontier orbital gap**: 9.37 eV


Arrangement three

DFT (the ωB97M-V functional and the def2-TZVPD basis) results for a cluster of 2 separate species, C2H6OS2 in total.

Positions of all 11 atoms, in Å:
C -2.920 1.222 -0.387
H 0.295 -1.502 -1.108
H -2.243 3.436 0.660
O -1.608 3.221 -0.014
S 2.012 -2.298 0.503
C -1.778 1.913 -0.289
H -3.682 1.514 0.207
S 1.012 -0.655 -0.291
H -0.749 1.347 -0.464
H 1.790 -2.215 1.854
H -2.738 0.095 -0.379

Summary:
**Total charge**: 0
**2S+1**: 1
**E_HOMO**: -9.160 eV
**M**: 110.20 Da
**Frontier orbital gap**: 9.40 eV


Q: Which of them is the most stable? A: arrangement one.


Arrangement one

DFT (the ωB97M-V functional and the def2-TZVPD basis) results for a cluster of 2 separate species, C2H4FNO in total.

Positions of all 9 atoms, in Å:
H 1.153 -1.347 -1.222
F -3.165 0.835 0.029
N 1.047 0.574 0.140
H 0.793 -0.710 1.900
O 1.383 1.734 -0.055
C 0.639 -0.682 -0.553
C 0.825 -0.448 0.891
H -0.405 -0.608 -0.851
H -2.270 0.652 -0.279

Summary:
**Total charge**: 0
**2S+1**: 1
**E_HOMO**: -9.480 eV
**M**: 77.06 Da
**Frontier orbital gap**: 10.09 eV


Arrangement two

DFT (the ωB97M-V functional and the def2-TZVPD basis) results for an isolated molecule of C2H4FNO.

Positions of all 9 atoms, in Å:
H -1.506 0.577 0.992
O 2.151 -0.350 -0.123
H 2.722 -1.100 0.180
C -1.332 0.195 0.025
F -1.734 -1.058 -0.131
H 0.532 1.358 -0.112
N 0.903 -0.747 0.028
C 0.167 0.282 -0.180
H -1.901 0.844 -0.678

Summary:
**Total charge**: 0
**2S+1**: 1
**E_HOMO**: -9.619 eV
**M**: 77.06 Da
**Frontier orbital gap**: 10.64 eV


Q: Which of them is the most stable? A: arrangement two.


Arrangement one

DFT (the ωB97M-V functional and the def2-TZVPD basis) results for a cluster of 2 separate species, C4H8N2 in total.

Positions of all 14 atoms, in Å:
H 0.884 1.131 2.943
H -1.724 -0.205 -1.201
C 1.086 -0.881 -2.814
H -1.300 -1.793 -0.145
H 1.893 -0.172 2.205
N 0.503 0.059 -2.508
C 1.203 0.720 2.028
H 0.073 0.915 -2.443
C -1.577 -0.740 -0.295
C -0.597 0.004 0.468
N 0.260 0.414 1.144
H -2.378 -0.630 0.416
H 1.887 1.394 1.681
H 1.517 -1.800 -2.946

Summary:
**Total charge**: +2
**2S+1**: 1
**E_HOMO**: -20.696 eV
**M**: 84.12 Da
**Frontier orbital gap**: 11.15 eV


Arrangement two

DFT (the ωB97M-V functional and the def2-TZVPD basis) results for the ion C4H8N2 with charge +2.

Positions of all 14 atoms, in Å:
H 2.314 1.349 0.318
N 1.229 1.262 0.347
H 1.516 -1.333 1.110
C 1.442 -1.073 0.030
H -2.158 1.934 0.151
C -2.045 -0.555 -0.505
H 0.739 2.096 0.513
C -1.859 0.836 -0.050
C 0.646 0.182 0.173
N -0.767 0.147 0.078
H 2.488 -0.817 -0.316
H -2.530 -1.249 0.142
H -2.020 -0.889 -1.488
H 1.005 -1.890 -0.504

Summary:
**Total charge**: +2
**2S+1**: 1
**E_HOMO**: -22.375 eV
**M**: 84.12 Da
**Frontier orbital gap**: 10.88 eV


Q: Which of them is the most stable? A: arrangement one.